Below is a structure of composition C25H46ClI2MnNO7 at a distorted geometry, with properties calculated with wB97M-V/def2-TZVPD.

XYZ file:
```
83
Properties=species:S:1:pos:R:3:forces:R:3:mulliken_spin:R:1
I -0.48856 -1.64842 -3.91250 -0.13 -0.86 0.80 0.02
I -1.43042 0.54068 -1.08424 0.71 -0.85 -0.69 0.00
Mn -1.58731 -4.55116 -2.77285 1.66 0.26 -0.88 5.12
Cl 1.88972 -3.61834 -1.87232 -1.18 0.08 0.13 0.01
O -0.21683 -2.32454 -0.86667 -0.02 1.08 -1.31 -0.06
O -5.09734 2.54344 0.64220 0.43 2.77 -0.18 0.00
O -5.98881 4.27272 2.07494 6.50 -3.37 -4.75 0.00
O -2.79280 -2.08792 3.13432 2.87 1.29 0.93 0.00
O 1.53835 -2.63781 0.59327 -0.19 1.55 -3.51 -0.01
O 4.35567 2.95719 0.21697 2.35 -0.23 -0.18 0.00
O -2.56527 -1.12929 5.39830 3.10 -2.83 -8.44 0.00
N -3.28763 -1.88916 -0.46202 -0.08 -3.70 -3.22 -0.05
C 5.35793 3.32147 -0.83676 0.17 1.06 -0.23 0.00
C 5.02658 2.70901 1.50768 -0.57 0.22 1.28 0.00
C 3.68936 1.34249 -3.32216 0.91 1.06 -0.01 0.00
C -2.05561 -2.12363 1.85968 0.82 -0.23 -1.06 -0.01
C -1.99328 -1.49419 4.22216 -2.00 2.23 6.60 0.00
C -3.58239 4.75055 1.37586 0.23 -1.70 -0.07 0.00
C -0.34258 -1.25142 4.14983 -0.80 -1.14 -0.59 0.00
C -2.52621 -2.23590 -1.72202 -0.65 2.68 0.88 0.06
C -4.95611 3.82590 1.35325 -4.98 3.05 3.78 0.00
C 1.20764 -2.20594 -0.80842 2.08 -0.09 1.86 0.01
C 4.83860 2.55174 -3.44405 0.48 -0.48 0.77 0.00
C 2.94574 -2.52699 0.91207 2.58 -0.06 2.56 0.00
C -6.40344 0.28558 -0.60543 0.54 -0.08 0.07 0.00
C -0.99455 -1.54335 -1.76910 -1.88 -0.75 1.39 -0.02
C -3.00192 -2.83934 0.68102 -0.11 0.25 2.53 0.02
C 3.13717 -3.19967 2.43313 -0.57 0.84 -0.15 0.00
C 3.39741 -1.13303 -2.11796 0.37 1.12 0.25 0.00
C 4.26570 0.29416 -2.20218 -0.42 -1.30 -0.58 0.00
C -4.79720 -1.82683 -0.73588 -1.38 0.63 1.04 -0.01
C -5.12387 2.72211 -0.81826 0.25 -0.56 -1.81 0.00
C 4.60070 3.68592 -2.27866 -0.85 -0.34 0.58 0.00
C 3.75310 -2.09917 3.50883 0.46 -0.93 0.32 0.00
C -5.55200 1.31156 -1.60147 -0.65 -0.90 0.76 0.00
C 1.95628 -0.86439 -1.30232 1.71 1.33 -0.20 0.00
C -5.37318 -0.64676 0.28994 0.33 0.60 -0.60 0.00
H -2.30532 -3.40846 -1.76063 -0.68 0.71 1.09 -0.11
H 4.10508 -1.87782 -1.53811 -1.76 1.29 -1.39 0.00
H 5.90469 4.28018 -0.42017 -0.94 -1.87 -0.98 0.00
H -5.05960 -1.56442 -1.84718 0.86 -0.29 2.12 0.00
H 5.88811 2.03387 -3.21051 -2.20 1.11 -0.66 0.00
H 3.23556 -2.29370 4.56658 1.23 0.65 -2.37 0.00
H -1.06651 -2.77073 1.92321 -1.97 1.47 0.12 0.00
H 3.14968 -1.45657 -3.21508 0.61 0.28 2.18 0.00
H 4.93371 2.98121 -4.53162 -0.51 -0.68 2.23 0.00
H -1.78499 -1.01585 1.54060 -0.58 -2.39 0.50 0.00
H -3.16578 4.87106 0.28413 -0.85 -0.04 2.20 0.00
H 3.80898 -4.15318 2.33991 -1.36 1.88 0.33 0.00
H 3.35561 -1.41319 1.04182 -1.30 -2.23 -0.67 0.00
H 5.35683 -0.02626 -2.54614 -2.33 0.72 0.78 0.00
H 3.69989 -3.10091 0.23073 -1.91 0.98 0.72 0.00
H 0.10788 -2.32866 3.92313 -0.71 2.43 0.17 0.00
H 1.37650 -0.15010 -2.02555 0.61 -1.67 1.48 0.00
H -5.35589 -2.83212 -0.47619 1.36 1.75 -0.57 0.00
H -5.89476 3.53415 -1.17040 1.59 -1.40 1.01 0.00
H -7.01747 -0.47062 -1.28941 1.00 1.81 1.58 0.00
H 2.07140 -3.49228 2.82748 2.05 0.35 -0.95 0.00
H -4.01377 -3.10468 1.22194 1.97 0.62 -1.15 0.00
H -5.87360 -1.07709 1.25664 0.87 0.64 -2.03 0.00
H -6.25896 1.51974 -2.53868 1.82 -0.15 2.06 0.00
H -3.75212 5.76128 1.94324 -0.03 -2.16 -1.39 0.00
H 5.33290 1.58053 1.68250 -0.53 2.17 -0.65 0.00
H 3.62042 -0.97973 3.16435 0.08 -2.33 0.72 0.00
H 3.43683 3.67323 -2.01963 2.47 0.25 -0.54 0.00
H -7.08731 0.91780 0.11241 1.23 -1.43 -1.58 0.00
H -4.03864 2.97643 -1.19074 -2.09 -0.14 0.64 0.00
H 4.91008 -2.31372 3.63753 -2.43 0.62 -0.21 0.00
H 4.22823 2.99321 2.34790 1.76 -0.66 -1.87 0.00
H 6.15989 2.48330 -0.99528 -1.54 1.36 0.37 0.00
H 4.87248 4.77527 -2.64245 -0.39 -2.36 0.81 0.00
H -0.11788 -0.47075 3.29593 -0.23 -1.72 1.73 0.00
H 3.58097 0.90030 -4.40202 0.25 0.30 2.20 0.00
H -4.43291 -0.01090 0.64806 -2.11 -1.24 -0.81 0.00
H -2.52014 -3.86463 0.36000 -0.73 1.95 0.27 0.01
H 2.64178 1.82337 -3.04635 2.16 -1.00 -0.37 0.00
H 4.32524 0.71036 -1.11026 -0.11 -0.35 -2.17 0.00
H -3.11284 -2.00521 -2.72541 1.15 -0.13 2.29 0.03
H -4.59733 0.69758 -1.95450 -1.86 1.51 0.58 0.00
H 0.09435 -0.91498 5.19329 -1.48 -0.55 -2.25 0.00
H 5.96446 3.39078 1.68378 -1.75 -1.26 -0.55 0.00
H -2.78600 4.12409 1.99860 -1.63 1.29 -1.36 0.00
H 2.27767 -0.16840 -0.38564 -1.14 -1.76 -1.73 0.00
```
Positions in Å, forces in eV/Å.

Strongest force on any atom ... 0.183 hartree/bohr
HOMO-LUMO gap (alpha / beta) ... 2.99 / 3.19 eV
Spin multiplicity ... 6
Lowest unoccupied orbital energy (alpha / beta) ... -10.464 / -10.260 eV
Expectation value of S² ... 8.7659
Electronic energy ... -3766.922610 a.u.
Total charge ... +2

=====

Below is a cluster of 5 separate species, C25H46ClN4O8 in total at a distorted geometry, with properties calculated with wB97M-V/def2-TZVPD.

XYZ file:
```
84
Properties=species:S:1:pos:R:3:forces:R:3:mulliken_charge:R:1
Cl -3.13277 3.15553 -0.04697 1.43 -1.73 -0.22 -0.30
O 0.99547 -5.83586 0.26405 0.44 1.02 0.77 -0.36
O -5.69200 5.87939 2.08578 -0.38 0.23 0.58 -0.35
O 5.10897 1.98332 2.91575 0.76 1.26 -0.16 -0.64
O -1.45460 -1.76598 -4.62075 0.70 -0.37 -0.22 -0.23
O 1.40714 -4.43775 2.02654 -0.36 -0.81 -1.48 -0.62
O -7.17471 6.64332 3.65057 1.03 -1.23 -1.50 -0.58
O 6.74570 3.58072 2.91026 -0.98 -0.94 -0.11 -0.34
O 0.04439 -3.13660 -5.67196 -1.54 1.20 0.70 -0.60
N 3.00819 2.31615 0.17872 -1.12 -1.90 0.76 -0.74
N 2.04248 -2.46915 -0.46878 -1.74 -1.63 0.48 0.31
N 4.84682 0.72058 -0.10677 -1.26 0.90 -0.93 -0.76
N 2.98525 0.69719 -1.67668 -0.37 -0.16 0.98 -0.48
C -1.86566 1.78995 -0.25009 1.60 -0.35 -0.79 -0.13
C 0.87316 -5.43154 1.56242 0.33 1.08 0.71 0.60
C -0.07258 -7.56467 1.40869 -0.22 -0.84 0.25 -0.50
C 5.50947 3.09355 3.22426 -0.04 -1.31 -0.18 0.53
C 0.15868 -1.59286 -1.79604 0.28 1.90 -2.36 -0.53
C 5.51784 5.36719 3.77084 -0.33 0.87 0.12 -0.51
C 4.74746 4.09815 4.03437 -0.26 0.40 -0.08 -0.31
C 0.15426 -6.96724 0.04467 -0.43 -0.79 -0.70 -0.44
C 1.50142 -2.55510 -1.87773 -0.71 0.20 -2.67 -0.62
C -2.14949 -2.77538 -6.62638 -0.18 0.28 -0.38 -0.38
C -6.70090 3.83556 1.59121 -0.12 -0.90 -0.23 -0.53
C -2.25844 0.44124 0.57418 -0.85 0.73 0.27 -0.52
C -7.70348 4.68780 2.32737 -0.06 -0.55 0.06 -0.34
C 6.91371 4.85974 3.51990 0.60 0.69 0.16 -0.45
C -1.04807 -2.59567 -5.62601 1.82 -1.30 -0.24 0.42
C 3.32274 0.86646 -0.22839 1.34 0.94 0.59 0.98
C -3.06029 -1.61733 -6.30580 -0.66 0.35 -0.58 -0.54
C 0.09803 -0.65300 -0.41666 2.62 -1.63 -2.38 1.20
C -0.04160 -6.35511 2.30836 0.13 -0.44 0.23 -0.40
C 2.60137 -0.12554 0.83381 -0.08 -0.33 0.18 -1.30
C -6.85944 5.83561 2.79243 -0.74 1.78 1.52 0.46
C -1.28294 -0.84381 0.41224 0.05 -0.82 0.65 -0.76
C -2.81829 -1.40475 -4.83435 -0.68 0.44 0.31 -0.45
C 1.53468 -1.20712 0.23708 -2.02 0.68 4.75 -0.37
C -5.70450 4.85119 1.09663 0.41 -0.13 -0.52 0.25
H -0.77680 -6.62550 -0.41955 0.10 0.01 0.03 0.28
H 0.44361 0.37991 -0.83478 -1.50 -1.57 1.26 0.03
H -2.73876 -0.73118 -6.86648 -0.10 -0.13 0.12 0.27
H 5.46322 6.09016 4.58906 0.08 -0.09 -0.15 0.32
H 2.11174 1.17446 -1.98019 1.08 -0.68 0.43 0.31
H 3.08010 -0.27199 -2.03707 -0.23 1.18 0.51 0.20
H 1.11272 -1.69521 1.24203 1.15 1.05 -1.85 0.22
H -6.00046 5.29159 0.13870 0.01 -0.01 0.05 0.29
H -4.10979 -1.80637 -6.54657 0.14 0.09 0.10 0.33
H 2.00368 0.56408 1.60276 1.06 -1.81 -1.67 0.31
H 0.39295 -0.79697 -2.64920 -0.69 -1.75 1.62 0.09
H 7.47248 5.51787 2.84815 0.01 -0.34 0.05 0.32
H 3.35685 2.35555 1.18137 -0.48 0.10 -1.47 0.17
H -7.14053 3.23753 0.78857 0.13 0.08 0.06 0.34
H -8.48406 5.06512 1.66094 -0.02 0.03 0.18 0.25
H 1.47421 -3.22449 0.01864 1.04 0.77 -0.32 -0.21
H -6.21374 3.15049 2.29575 -0.04 0.08 -0.14 0.26
H 5.18996 1.26387 0.72469 -0.53 -0.80 -0.89 0.32
H -0.85589 -2.04999 -2.17863 2.21 0.48 1.20 0.21
H -8.14119 4.15223 3.17294 -0.16 0.39 -0.12 0.28
H -2.97377 -0.36224 -4.54172 0.19 -0.21 0.12 0.32
H 2.29474 -2.20558 -2.69757 -1.74 -0.34 2.11 0.28
H 0.75859 -8.23335 1.66373 -0.17 0.08 -0.08 0.28
H 5.20269 1.22433 -0.96487 -0.44 -0.68 1.35 0.34
H 4.78582 3.81030 5.08864 -0.12 -0.11 -0.10 0.27
H 3.71324 4.17820 3.69176 0.10 -0.32 0.24 0.25
H 3.41292 -0.69339 1.47337 -1.57 1.09 -1.36 0.36
H -2.28380 0.72689 1.72712 -0.20 -0.53 -2.57 0.27
H -1.76786 -2.71469 -7.64819 0.07 -0.36 0.25 0.30
H 1.22860 -3.63257 -2.28841 0.63 2.00 1.63 0.24
H -2.63798 -3.73792 -6.45112 0.17 -0.01 -0.09 0.27
H -1.03921 -1.23644 1.51287 -0.37 0.88 -2.40 0.27
H 0.36181 -6.59846 3.29398 -0.19 0.40 -0.06 0.31
H -1.00061 -8.13829 1.47851 0.17 0.08 -0.10 0.33
H -3.34714 0.11935 0.20565 2.38 0.83 1.04 0.25
H 7.48281 4.73285 4.44682 -0.04 -0.03 -0.10 0.28
H -0.81568 2.24472 0.08904 -2.47 -0.96 -0.51 0.05
H 0.65023 -7.66997 -0.63120 0.01 0.35 0.02 0.31
H 1.95475 2.31987 0.28551 1.34 0.39 -0.09 0.21
H -1.02653 -5.88828 2.39664 0.13 0.09 0.12 0.26
H -1.93169 -1.71687 -0.07725 1.66 1.90 0.87 0.31
H -4.70244 4.42417 0.99594 -0.35 0.48 0.23 -0.23
H 5.13051 5.85060 2.86569 0.09 -0.04 0.16 0.27
H -1.75095 1.60839 -1.42052 -0.50 0.29 2.56 0.22
H 3.01437 -2.77479 -0.25030 -0.51 0.80 -0.57 0.42
H -3.45115 -2.04615 -4.21205 0.05 0.03 -0.03 0.28
```
Positions in Å, forces in eV/Å.

Strongest force on any atom ... 0.101 hartree/bohr
HOMO-LUMO gap ... 9.04 eV
Lowest unoccupied orbital energy ... -2.308 eV
Electronic energy ... -2260.989791 a.u.
Total charge ... +1

=====

Below is a structure of composition C25H46F11N4O4PS at a distorted geometry, with properties calculated with wB97M-V/def2-TZVPD.

XYZ file:
```
92
Properties=species:S:1:pos:R:3:forces:R:3:mulliken_charge:R:1
S -6.68200 0.70081 2.10454 0.50 -0.41 -0.06 1.44
P -0.52119 -1.87093 0.65567 -1.81 1.23 0.28 1.33
F -4.19831 1.97547 4.04141 -0.14 -0.11 0.13 -0.33
F -6.55588 1.77493 0.95319 -0.06 0.27 -0.10 -0.28
F -8.24234 0.79234 1.99335 -0.17 0.01 -0.08 -0.30
F -6.67512 -0.44873 1.01410 -0.05 -0.13 -0.15 -0.31
F -6.71294 1.81908 3.21304 -0.11 0.21 0.10 -0.30
F -4.42161 -0.37900 3.00125 0.00 -0.07 0.03 -0.32
F -4.32795 0.33964 0.96460 -0.02 0.08 -0.13 -0.24
F -4.65124 3.00869 2.16703 -0.08 0.09 0.01 -0.30
F -6.84295 -0.40672 3.21605 -0.02 -0.01 0.28 -0.31
F 3.58262 1.61159 0.61402 -0.06 -0.12 -0.09 -0.35
F 1.45515 -0.26416 -4.80511 0.23 -0.17 -0.03 -0.18
O 1.10143 1.77709 -5.55925 -0.16 -0.42 0.24 -0.53
O 2.99456 1.46970 -2.91432 -0.20 -0.47 0.03 -0.50
O 2.09759 -2.50365 0.18163 -3.31 2.92 1.66 -0.61
O 3.66605 -3.80854 -0.64849 2.15 -1.61 -1.43 -0.76
N 4.14901 -0.97762 0.45187 0.23 0.08 -0.18 -0.25
N 0.77355 1.29162 -3.32417 0.15 -0.04 -0.53 0.47
N 0.83599 -0.68787 0.17419 0.08 0.70 -1.05 0.34
N 2.88304 0.89686 -0.36219 -0.31 -0.16 -0.04 0.74
C -1.35210 -0.11665 -1.93558 -0.15 -0.05 -0.08 -2.04
C -0.98420 0.86334 -0.80770 -0.30 -0.11 -0.40 1.32
C 1.93142 -1.39935 -0.60454 1.74 -1.73 0.75 0.72
C -4.05093 1.91446 2.69745 0.29 0.33 -0.16 0.55
C -1.76713 0.73275 2.62019 -0.53 -0.03 0.19 -0.34
C 1.69173 -1.88935 -2.01472 -0.07 0.42 -0.89 -1.27
C 1.14040 1.01025 -4.65418 -0.03 0.63 -0.47 0.40
C 5.88308 -4.82017 -0.60136 -0.13 0.19 -0.26 -1.58
C -1.45244 2.27267 -1.20352 -0.54 -0.46 -0.28 -1.18
C 4.32694 -5.01892 1.31655 0.07 0.13 0.21 -1.37
C 4.75664 -4.10789 0.15269 0.10 -0.55 0.72 0.92
C -0.82091 -3.16731 -0.56349 1.07 -0.81 -0.04 -1.77
C -0.00878 -2.73797 2.16572 0.05 -0.41 -0.35 -1.59
C -3.51507 3.75248 -0.97729 -0.09 0.04 -0.03 -1.62
C -2.99172 2.34828 -1.29517 0.38 0.61 0.17 -0.28
C 1.88783 1.39200 -2.45262 0.39 0.25 0.13 -0.94
C 1.89940 3.02626 -0.66472 0.31 0.65 -0.77 -1.38
C -2.57780 1.99536 2.35948 0.46 -0.25 0.10 -0.21
C 1.70266 1.49953 -0.89554 -0.26 -0.32 0.09 0.55
C 3.26132 -0.50163 -0.54725 -0.02 -0.34 0.66 -1.65
C 1.12202 4.08808 -1.45578 -0.43 0.05 0.46 -1.22
C 0.35677 1.51008 1.18053 0.53 -0.18 0.45 -2.37
C -0.27073 0.92391 2.45669 -0.04 -0.15 -0.01 -2.29
C -4.76357 0.63035 2.19670 -0.35 -0.15 0.15 0.43
C 0.43474 0.77234 -0.18336 -0.68 0.80 0.37 1.94
H 3.94101 -5.96536 0.93259 -0.07 0.01 -0.05 0.30
H 1.92356 3.30660 0.37646 -0.16 -0.21 0.22 0.52
H 3.54466 -4.53603 1.90946 -0.04 -0.02 -0.06 0.23
H -0.01211 -3.89374 -0.61857 0.17 -0.01 0.00 0.44
H 3.77768 -0.63080 -1.49592 0.05 0.13 -0.20 0.48
H -3.66805 4.33360 -1.88075 0.03 0.14 -0.14 0.42
H -0.01896 2.51343 1.02622 -0.24 0.11 -0.14 0.63
H 5.08785 -0.62702 0.35414 -0.01 0.10 -0.04 0.32
H -3.42492 1.63789 -0.60342 -0.17 -0.23 -0.09 -0.01
H 0.61673 3.74620 -2.34755 0.07 -0.06 -0.22 0.30
H -2.44744 2.32142 1.33317 -0.23 0.07 -0.18 -0.53
H 2.92152 3.16364 -0.99831 0.26 -0.20 0.06 0.88
H 5.52704 -5.76874 -1.00907 -0.04 0.01 -0.07 0.35
H 2.25881 -2.81617 -2.09821 0.10 0.01 0.14 0.42
H 5.16236 -5.24264 1.99155 -0.03 0.03 -0.07 0.44
H -1.10872 2.48146 -2.20679 0.33 0.45 -0.01 0.60
H 0.22307 2.13788 -3.39870 -0.10 0.04 0.56 0.11
H 6.73561 -5.03129 0.05338 -0.13 0.06 0.03 0.39
H 0.36062 4.55537 -0.83934 -0.21 0.02 0.04 0.39
H 1.32415 -0.56820 1.06266 0.06 -0.22 0.09 0.84
H -1.13938 3.05467 -0.52584 0.33 0.03 0.09 -0.01
H -1.02719 -2.82450 -1.56518 -0.24 0.25 -0.03 0.44
H -3.29398 2.12398 -2.31157 -0.24 -0.47 -0.02 0.69
H -0.89982 -2.76300 2.78645 -0.13 0.10 0.20 0.49
H 0.21888 -0.01009 2.72888 0.03 -0.21 -0.05 0.43
H 1.39270 1.66544 1.47782 0.16 0.03 0.09 0.97
H -1.69779 -3.68970 -0.18794 -0.26 0.10 0.16 0.55
H 0.27310 -3.76194 1.94401 0.38 -0.06 -0.01 0.43
H 0.67512 -2.12050 -2.29528 -0.15 0.05 0.15 0.28
H 2.11208 -1.24110 -2.77538 -0.10 0.29 -0.11 0.33
H -0.50925 -0.59577 -2.40685 0.15 -0.11 0.05 0.15
H 1.79180 4.88847 -1.74500 0.21 0.04 -0.11 0.38
H 0.04036 1.59438 3.25719 0.11 0.23 0.03 0.73
H -4.46480 3.71623 -0.45368 -0.18 -0.02 0.02 0.31
H 3.85453 -0.94444 1.41308 -0.26 0.02 0.01 0.18
H 2.88218 -3.19250 -0.22372 1.51 -1.01 -0.08 0.48
H -2.15099 -0.08585 2.02495 0.17 -0.12 -0.31 -0.13
H -2.03828 -0.87188 -1.56973 -0.04 -0.18 0.11 0.36
H -1.67326 0.58914 -0.01514 0.23 -0.08 0.45 -0.13
H 6.24270 -4.19929 -1.42430 -0.04 -0.03 -0.07 0.37
H 5.22329 -3.21808 0.62555 -0.31 0.02 -0.27 -0.03
H -1.88523 0.38867 -2.73379 -0.02 0.18 -0.15 0.57
H 0.78531 -2.23689 2.70371 0.21 0.01 0.03 0.36
H -2.82797 4.31524 -0.34974 0.09 0.05 0.16 0.32
H -1.94826 0.42961 3.65055 0.08 -0.03 0.20 0.83
H -2.20734 2.78872 3.00640 0.01 0.25 0.01 0.95
```
Positions in Å, forces in eV/Å.

Strongest force on any atom ... 0.092 hartree/bohr
HOMO-LUMO gap ... 7.67 eV
Lowest unoccupied orbital energy ... 0.104 eV
Electronic energy ... -3337.986724 a.u.

=====

Question: Number 1 is which compound?
Answer: C25H46ClI2MnNO7

=====

Question: Which value of strongest force on any atom does entry 3 give?
Answer: 0.092 hartree/bohr

=====

Question: The lowest electronic energy belongs to which entry?
Answer: C25H46ClI2MnNO7

=====

Question: Among the records above, which one has the highest strongest force on any atom?
Answer: C25H46ClI2MnNO7